{"formula": "C6H13N", "method": "ωB97M-V/def2-TZVPD", "lumo_energy_ev": 0.5, "smiles": "[H]/N=C(/C)C(C)(C)C", "charge": 0, "homo_energy_ev": -7.9, "max_force_ev_per_a": 6.47, "symbols": ["H", "N", "C", "C", "C", "C", "C", "C", "H", "H", "H", "H", "H", "H", "H", "H", "H", "H", "H", "H"], "coordinates": [[-1.34, 0.42, -2.23], [-0.77, 1.08, -1.71], [-0.68, 0.79, -0.43], [-0.66, 1.95, 0.56], [0.24, -0.48, -0.01], [0.68, -1.28, -1.24], [1.45, -0.11, 0.84], [-0.87, -1.14, 0.74], [-0.77, 1.59, 1.58], [0.27, 2.51, 0.47], [-1.49, 2.62, 0.32], [-0.18, -1.61, -1.83], [1.23, -2.18, -0.93], [1.32, -0.68, -1.89], [1.17, 0.35, 1.79], [2.09, 0.60, 0.31], [2.04, -1.00, 1.08], [-0.98, -2.22, 0.57], [-0.96, -0.88, 1.79], [-1.77, -0.31, 0.21]], "mulliken_charge": [0.244, -0.776, 0.306, -1.259, 2.046, -1.825, -1.733, -1.340, 0.301, 0.284, 0.395, 0.434, 0.444, 0.403, 0.365, 0.348, 0.453, 0.344, 0.332, 0.234]}

***

{"formula": "C6H13N", "method": "ωB97M-V/def2-TZVPD", "lumo_energy_ev": 0.8, "charge": 0, "homo_energy_ev": -7.1, "max_force_ev_per_a": 4.02, "symbols": ["C", "C", "C", "N", "H", "H", "H", "H", "H", "H", "H", "H", "H", "C", "C", "C", "H", "H", "H", "H"], "coordinates": [[0.73, 0.76, 0.59], [2.09, 1.35, 0.90], [0.04, 1.28, -0.60], [0.96, -0.94, 0.45], [0.09, 0.75, 1.47], [1.64, -1.09, -0.29], [1.38, -1.28, 1.30], [2.74, 1.28, 0.02], [0.01, 2.37, -0.69], [2.57, 0.86, 1.75], [1.98, 2.41, 1.12], [0.32, 0.93, -1.58], [-1.12, 1.02, -0.64], [-1.40, -2.43, 0.06], [-2.49, -0.39, -1.07], [-2.10, -1.56, -0.54], [-2.48, -0.29, -2.15], [-0.13, -1.74, 0.22], [-1.55, -3.47, 0.26], [-3.28, 0.17, -0.58]], "mulliken_charge": [0.511, -1.398, -1.007, -0.662, 0.214, 0.324, 0.332, 0.338, 0.385, 0.380, 0.373, 0.322, 0.101, -0.941, -1.169, 0.629, 0.274, 0.376, 0.336, 0.282]}

***

no.,frontier orbital gap (eV)
1,8.4
2,7.9